DFT (ωB97M-V/def2-TZVPD) results for 2 unconnected molecules or ions with the total composition C6H12N at a distorted geometry.

Its total charge is +1. The calculation puts the HOMO energy at -12.7 eV.

```
19
C6H12N (ωB97M-V/def2-TZVPD)
N 3.08 0.70 0.44
C 3.89 -0.24 0.00
C -2.30 0.41 -0.43
C -2.00 0.55 -1.86
C 0.05 0.07 0.37
C -1.86 -1.26 1.26
C -1.41 -0.33 0.38
H 0.46 -0.28 -0.59
H -1.74 1.58 -2.11
H -1.25 -1.81 1.95
H 4.92 -0.03 -0.31
H -2.89 0.26 -2.41
H 0.54 -0.47 1.17
H 0.21 1.13 0.56
H 3.99 1.08 0.79
H -3.28 0.65 0.01
H -2.94 -1.41 1.36
H -1.15 -0.02 -2.22
H 3.61 -1.29 0.14
```

Listed below, in e, are the natural (NBO) charges computed for each atom: N -0.63; C -0.05; C 0.34; C -0.74; C -0.64; C -0.10; C -0.17; H 0.24; H 0.31; H 0.24; H 0.16; H 0.29; H 0.25; H 0.26; H 0.37; H 0.24; H 0.21; H 0.26; H 0.16



DFT (ωB97M-V/def2-TZVPD) results for a molecular structure, C36H51Br2GeN4OPb.

Its total charge is +3. The calculation puts the HOMO energy at -16.4 eV.

```
96
C36H51Br2GeN4OPb (ωB97M-V/def2-TZVPD)
Pb -0.13 0.15 0.05
Br 6.60 -1.39 -1.91
Br 0.65 -1.80 -6.85
Ge -0.07 5.84 -0.66
O -2.77 -0.23 0.65
N -0.01 -2.11 0.67
N 0.77 -0.14 2.35
N 0.20 -0.40 -2.46
N 2.23 -0.41 -0.68
C 1.10 -2.18 7.03
C 0.17 0.12 7.30
C 2.52 -0.76 -1.95
C 2.65 -0.22 7.03
C 0.89 5.39 -3.17
C 4.54 -0.65 -0.10
C 3.23 -0.37 0.21
C 0.77 -1.58 4.25
C 1.55 -1.24 -4.22
C 0.26 -3.79 2.32
C -1.88 6.44 -0.56
C 1.10 -0.54 5.11
C -0.03 -4.81 1.41
C -0.29 -4.42 0.10
C 3.82 -1.06 -2.34
C -0.84 -0.38 -3.30
C 1.27 0.72 4.52
C -0.06 -6.26 1.87
C -3.63 -0.37 -0.49
C -0.77 -0.77 -4.62
C -0.26 -3.08 -0.22
C 0.62 -1.36 2.89
C -3.22 -0.99 1.79
C 0.48 4.52 -1.93
C 1.39 -0.81 -2.92
C -2.82 -0.28 3.06
C 0.27 -2.46 1.94
C -3.54 -1.72 -1.16
C 4.84 -1.00 -1.41
C 1.21 6.69 0.50
C 1.09 0.87 3.17
C 1.32 -6.62 2.45
C 1.25 -0.72 6.61
C 0.46 -1.22 -5.08
C -0.39 -7.21 0.72
C -1.13 -6.39 2.96
H -2.12 -6.10 2.59
H -1.63 -0.73 -5.26
H 0.28 5.12 -4.03
H -0.91 -5.79 3.84
H -2.25 6.25 0.45
H -1.36 -7.00 0.28
H -2.53 -1.93 -1.51
H 0.82 6.67 1.52
H -1.19 -7.43 3.28
H -2.52 5.94 -1.29
H -3.34 0.44 -1.17
H -4.30 -1.08 1.74
H -2.79 -2.00 1.74
H -0.83 -0.21 7.01
H -4.65 -0.16 -0.17
H 5.31 -0.60 0.66
H 1.93 5.24 -3.41
H 0.76 6.47 -3.03
H -0.34 3.85 -2.16
H 4.05 -1.33 -3.36
H -3.23 -0.80 3.92
H 0.26 1.18 7.07
H 0.51 -4.05 3.34
H 1.32 3.94 -1.56
H -0.50 -5.14 -0.67
H -1.74 -0.24 3.19
H -3.86 -2.52 -0.50
H 1.57 -6.02 3.33
H 1.31 -7.66 2.76
H -3.21 0.74 3.06
H 2.50 -1.59 -4.59
H 0.62 -2.57 4.66
H -0.42 -8.23 1.11
H 2.96 -0.10 1.22
H 1.85 -2.82 6.56
H 2.11 -6.49 1.71
H 0.26 0.01 8.38
H 2.19 6.22 0.44
H -0.45 -2.75 -1.24
H 1.25 -2.26 8.11
H 2.79 0.84 6.82
H -1.92 7.52 -0.71
H -1.79 -0.03 -2.89
H 1.53 1.58 5.12
H 0.37 -7.18 -0.06
H -4.20 -1.74 -2.03
H 3.44 -0.78 6.53
H 1.29 7.74 0.22
H 2.76 -0.35 8.11
H 0.11 -2.57 6.81
H 1.21 1.84 2.70
```

Listed below, in e, are the Mulliken charges computed for each atom: Pb 1.08; Br -0.06; Br -0.05; Ge 0.10; O -0.28; N 0.89; N 0.50; N 0.32; N 0.39; C -2.06; C -1.57; C 0.37; C -1.62; C -1.11; C -0.88; C -0.38; C -0.33; C -0.54; C -0.41; C -0.96; C 0.01; C 0.11; C -1.04; C -0.55; C -0.47; C -0.60; C 1.68; C -0.46; C -0.81; C -0.86; C 0.22; C -0.24; C -0.17; C 0.48; C -1.28; C -0.40; C -0.83; C -0.27; C -0.95; C -1.51; C -1.55; C 1.87; C -0.32; C -2.13; C -1.49; H 0.37; H 0.49; H 0.33; H 0.33; H 0.42; H 0.42; H 0.03; H 0.42; H 0.45; H 0.38; H 0.34; H 0.61; H 0.16; H 0.35; H 0.41; H 0.50; H 0.33; H 0.39; H 0.30; H 0.50; H 0.43; H 0.36; H 0.60; H 0.32; H 0.62; H 0.20; H 0.37; H 0.33; H 0.47; H 0.30; H 0.52; H 0.63; H 0.44; H 0.48; H 0.44; H 0.37; H 0.46; H 0.39; H 0.58; H 0.43; H 0.35; H 0.41; H 0.50; H 0.52; H 0.41; H 0.45; H 0.38; H 0.41; H 0.47; H 0.43; H 0.58



DFT (ωB97M-V/def2-TZVPD) results for 3 unconnected molecules or ions with the total composition C16H38NO.

Its total charge is -1. The calculation puts the HOMO energy at -0.9 eV.

```
56
C16H38NO (ωB97M-V/def2-TZVPD)
O 4.21 1.14 3.34
N 5.31 2.16 3.31
C 3.32 1.52 4.32
C 0.79 2.23 2.21
C -3.34 -3.09 -0.42
C -2.32 -4.01 0.25
C -0.46 1.41 -1.76
C 0.12 -2.11 0.53
C -1.16 1.55 -4.78
C 1.95 0.88 4.05
C -1.80 -3.47 1.58
C -0.93 2.77 -3.89
C -1.82 1.66 -1.11
C -0.01 2.53 -2.69
C 1.52 0.95 2.59
C -1.07 -2.13 1.49
C 1.23 -3.07 0.93
C 0.12 1.01 -5.41
H -2.65 -3.36 2.27
H 3.66 1.20 5.32
H -2.90 -2.12 -0.67
H -2.79 -4.98 0.42
H 0.07 3.46 -2.12
H -3.70 -3.52 -1.36
H 1.60 -2.84 1.93
H 0.83 0.67 -4.66
H -1.65 0.76 -4.20
H -4.20 -2.91 0.23
H 0.90 -4.11 0.92
H 0.61 1.77 -6.02
H -0.21 -2.33 -0.49
H -2.07 0.84 -0.43
H -1.14 -4.22 2.03
H 1.19 1.39 4.67
H -0.15 2.33 2.75
H -0.48 0.45 -2.30
H -1.90 3.14 -3.54
H 0.52 -1.09 0.51
H 2.08 -2.99 0.24
H 3.26 2.61 4.34
H 5.93 1.69 2.64
H 0.29 1.29 -0.97
H 0.84 0.12 2.37
H 0.53 2.19 1.14
H -0.73 -1.85 2.49
H 2.40 0.83 1.96
H -1.78 -1.35 1.19
H -0.10 0.16 -6.06
H -0.50 3.58 -4.50
H -1.49 -4.19 -0.43
H -1.87 1.82 -5.57
H 1.96 -0.16 4.38
H -1.81 2.58 -0.53
H 1.40 3.12 2.35
H 1.00 2.31 -3.05
H -2.62 1.73 -1.85
```

Listed below, in e, are the natural (NBO) charges computed for each atom: O -0.55; N -0.86; C -0.04; C -0.60; C -0.61; C -0.40; C -0.40; C -0.40; C -0.40; C -0.41; C -0.40; C -0.40; C -0.61; C -0.40; C -0.40; C -0.40; C -0.61; C -0.61; H 0.19; H 0.13; H 0.20; H 0.19; H 0.21; H 0.20; H 0.21; H 0.21; H 0.19; H 0.20; H 0.19; H 0.20; H 0.18; H 0.21; H 0.20; H 0.18; H 0.18; H 0.19; H 0.20; H 0.22; H 0.21; H 0.15; H 0.25; H 0.22; H 0.17; H 0.18; H 0.21; H 0.24; H 0.20; H 0.20; H 0.20; H 0.19; H 0.19; H 0.18; H 0.21; H 0.21; H 0.20; H 0.19



DFT (ωB97M-V/def2-TZVPD) results for C4H7NS in the gas phase at a distorted geometry.

The calculation puts the HOMO energy at -8.5 eV.

```
13
C4H7NS (ωB97M-V/def2-TZVPD)
S -1.30 -1.63 -1.07
N -0.08 0.47 0.01
C 1.30 2.07 1.42
C 1.22 0.27 -0.52
C 0.99 0.69 0.96
C -1.04 -0.44 0.05
H 0.46 2.33 2.13
H 2.27 2.12 1.94
H 1.08 -0.03 1.76
H 1.66 1.01 -1.22
H 1.54 -0.76 -0.65
H 1.29 2.81 0.61
H -1.70 -0.30 0.90
```

Listed below, in e, are the natural (NBO) charges computed for each atom: S -0.13; N -0.41; C -0.62; C -0.23; C -0.05; C -0.05; H 0.22; H 0.22; H 0.20; H 0.21; H 0.22; H 0.22; H 0.19



DFT (ωB97M-V/def2-TZVPD) results for C6H6Br2O in the gas phase at a distorted geometry.

The calculation puts the HOMO energy at -8.6 eV.

```
15
C6H6Br2O (ωB97M-V/def2-TZVPD)
Br -0.77 -2.97 0.61
Br -3.92 1.12 -0.16
O -0.70 -1.94 -2.03
C -1.45 0.61 0.99
C 0.53 -0.64 -0.63
C -0.06 0.52 1.36
C -2.03 0.67 -0.18
C 0.86 -0.01 0.60
C -0.34 -1.62 -0.83
H -1.70 0.35 -1.19
H 1.99 -0.06 0.87
H 0.77 -0.10 -1.64
H 0.03 0.75 2.39
H -2.10 0.95 1.76
H -0.29 -2.82 -2.29
```

Listed below, in e, are the natural (NBO) charges computed for each atom: Br -0.05; Br 0.00; O -0.68; C -0.28; C -0.35; C -0.21; C -0.21; C -0.18; C 0.33; H 0.23; H 0.22; H 0.24; H 0.22; H 0.22; H 0.50



DFT (ωB97M-V/def2-TZVPD) results for C31H31NO7 in the gas phase at a distorted geometry.

The calculation puts the HOMO energy at -7.8 eV.

```
70
C31H31NO7 (ωB97M-V/def2-TZVPD)
O -0.74 2.50 -2.61
O 3.74 -4.13 -2.01
O 3.60 1.04 1.96
O -4.34 -1.10 1.01
O -0.59 1.14 -0.89
O 0.13 -1.75 2.72
O 2.08 -2.91 -3.04
N 3.92 2.41 0.21
C 2.95 -1.92 0.83
C 3.02 -3.95 -3.21
C -0.31 -2.67 3.69
C 5.35 3.93 1.51
C 3.62 -2.94 0.16
C -1.12 0.31 0.04
C -1.34 1.79 -1.84
C -3.33 0.75 -0.88
C -4.89 -2.01 1.93
C -2.76 1.57 -1.80
C -2.13 -1.46 1.91
C 1.58 -1.45 -1.10
C 3.17 1.55 0.94
C 3.80 2.22 -2.26
C -6.81 -0.30 -1.84
C -3.01 -0.85 1.03
C -6.95 1.23 0.00
C 1.75 1.29 0.44
C -0.24 -0.28 0.95
C -5.57 1.33 0.03
C 3.49 3.06 -1.02
C -2.51 0.06 0.08
C -7.57 0.42 -0.93
C 1.26 -0.07 0.97
C -0.77 -1.18 1.88
C 1.95 -1.18 0.22
C -5.43 -0.20 -1.82
C 2.25 -2.46 -1.76
C 5.27 2.67 0.65
C 3.25 -3.20 -1.13
C -4.81 0.61 -0.88
H 3.71 -3.69 -4.02
H 2.49 -4.88 -3.47
H 1.58 -0.13 2.02
H 3.22 -1.69 1.85
H 1.71 1.29 -0.64
H 0.58 -2.97 4.23
H 5.91 2.77 -0.23
H -4.74 -1.68 2.96
H 3.32 1.25 -2.20
H -4.49 -3.01 1.80
H -3.35 2.10 -2.53
H -7.29 -0.93 -2.56
H -4.84 -0.75 -2.53
H -7.54 1.80 0.71
H -2.51 -2.17 2.63
H -5.96 -2.02 1.70
H 4.87 2.06 -2.36
H -8.65 0.34 -0.94
H 3.43 2.73 -3.14
H -1.02 -2.22 4.39
H 6.38 4.11 1.82
H -5.09 1.97 0.75
H 2.42 3.28 -0.97
H 4.02 4.01 -1.08
H -0.77 -3.55 3.23
H 0.81 -0.88 -1.60
H 5.00 4.80 0.96
H 5.60 1.81 1.23
H 1.11 2.09 0.82
H 4.74 3.80 2.40
H 4.40 -3.51 0.64
```

Listed below, in e, are the natural (NBO) charges computed for each atom: O -0.58; O -0.48; O -0.66; O -0.51; O -0.50; O -0.48; O -0.49; N -0.44; C -0.20; C 0.24; C -0.25; C -0.61; C -0.26; C 0.44; C 0.75; C 0.09; C -0.25; C -0.35; C -0.43; C -0.30; C 0.70; C -0.62; C -0.20; C 0.45; C -0.21; C -0.49; C -0.14; C -0.15; C -0.21; C -0.27; C -0.22; C -0.26; C 0.38; C -0.01; C -0.20; C 0.30; C -0.22; C 0.22; C -0.06; H 0.15; H 0.15; H 0.27; H 0.23; H 0.23; H 0.21; H 0.19; H 0.18; H 0.21; H 0.18; H 0.24; H 0.21; H 0.22; H 0.21; H 0.23; H 0.21; H 0.20; H 0.21; H 0.22; H 0.18; H 0.21; H 0.21; H 0.21; H 0.20; H 0.18; H 0.23; H 0.20; H 0.23; H 0.23; H 0.22; H 0.23



DFT (ωB97M-V/def2-TZVPD) results for C4H7NO in the gas phase at a distorted geometry.

The calculation puts the HOMO energy at -9.6 eV.

```
13
C4H7NO (ωB97M-V/def2-TZVPD)
O -0.26 0.16 2.17
N -0.13 0.71 -1.24
C 1.20 0.19 -1.26
C 0.17 -0.08 -0.07
C -1.34 -0.94 0.42
C 0.54 0.39 1.29
H -0.20 1.71 -1.11
H -1.12 -1.96 0.73
H 2.02 0.94 -1.16
H -2.06 -0.56 1.19
H -1.81 -0.81 -0.53
H 1.52 0.81 1.57
H 1.47 -0.55 -2.01
```

Listed below, in e, are the natural (NBO) charges computed for each atom: O -0.51; N -0.58; C -0.21; C -0.03; C -0.57; C 0.37; H 0.36; H 0.21; H 0.19; H 0.24; H 0.20; H 0.13; H 0.20



DFT (ωB97M-V/def2-TZVPD) results for a molecular structure, C47H58AsBN6PPbS3Se3Te.

Its total charge is +1. The calculation puts the HOMO energy at -9.6 eV.

```
122
C47H58AsBN6PPbS3Se3Te (ωB97M-V/def2-TZVPD)
Pb 0.52 -1.72 -0.24
Te 1.06 -3.33 -5.63
Se 1.58 -4.84 -3.62
Se -0.53 -4.22 -2.70
Se -0.53 -2.21 -3.97
As -1.91 2.57 -4.99
S 3.10 -2.65 0.18
S 1.22 0.61 0.80
S -0.15 -2.94 2.05
P -1.62 0.59 -0.74
N 2.76 -2.72 2.90
N 1.06 -0.88 3.41
N 3.07 -4.70 2.02
N 3.96 0.80 0.45
N -1.09 -1.08 3.83
N 3.33 -0.35 2.20
C -5.09 4.25 -2.76
C 1.14 5.18 -3.49
C -4.99 5.61 -3.03
C 3.26 0.77 -1.91
C 2.89 0.35 1.15
C -1.16 3.01 0.63
C -4.19 3.36 -3.32
C -0.23 3.54 -4.63
C 3.26 2.92 -0.57
C 2.08 3.86 -5.26
C -4.62 -2.00 -1.68
C -0.63 0.03 4.51
C -4.01 6.06 -3.89
C -1.45 1.79 -2.15
C -1.77 1.22 -3.52
C 2.72 -3.65 3.92
C -4.48 0.62 -0.76
C -3.30 -0.08 -1.02
C -3.10 5.17 -4.45
C -2.43 -1.72 4.06
C 3.33 -5.83 1.07
C 2.22 4.84 -4.29
C 4.69 -5.61 0.39
C -1.34 3.92 1.65
C -3.22 -1.87 2.74
C -1.87 1.81 0.61
C 0.68 0.15 4.24
C 2.91 -4.87 3.38
C -0.04 -1.61 3.15
C 2.19 -5.91 0.05
C -2.18 -3.08 4.72
C 2.97 -3.38 1.74
C 5.40 1.85 -1.25
C 0.86 3.22 -5.42
C 4.71 -0.34 2.18
C -5.78 -1.30 -1.37
C -0.08 4.53 -3.65
C 5.10 0.37 1.11
C -3.39 -1.39 -1.49
C -3.23 -0.86 5.02
C -3.16 3.81 -4.14
C -2.74 1.53 1.67
C -2.23 3.65 2.68
C 3.39 -7.14 1.85
C -2.92 2.45 2.69
C -5.71 0.01 -0.92
C 3.96 1.58 -0.82
B 2.58 -1.22 3.24
H -2.58 -1.80 1.87
H 5.29 -0.85 2.93
H 0.75 2.45 -6.19
H 5.93 0.93 -1.48
H 1.23 -6.01 0.57
H -4.20 -1.34 5.19
H -3.98 -1.09 2.66
H 5.95 2.41 -0.49
H 2.34 -6.78 -0.58
H -3.72 -2.84 2.71
H -0.91 4.81 -3.02
H 3.52 1.16 -2.90
H 4.90 -6.45 -0.27
H 2.24 2.77 -0.22
H 6.09 0.60 0.77
H -1.69 -3.77 4.04
H -4.29 2.30 -3.11
H 2.17 0.82 -1.81
H -0.41 2.15 -2.14
H -0.45 3.23 -0.16
H 3.80 3.49 0.18
H 1.39 0.89 4.57
H -1.00 0.51 -3.83
H -2.34 5.53 -5.13
H 2.94 -5.82 3.86
H 5.47 -5.55 1.14
H -3.94 7.11 -4.13
H -0.80 4.86 1.64
H -3.62 2.23 3.49
H 5.37 2.46 -2.15
H 3.22 3.49 -1.49
H 3.09 -1.03 4.31
H -2.10 2.63 -1.91
H 3.16 5.36 -4.17
H -3.30 0.61 1.67
H -5.69 6.30 -2.58
H -4.43 1.65 -0.42
H -5.88 3.89 -2.11
H -2.47 -1.93 -1.71
H 3.61 -7.94 1.15
H -2.74 -0.76 5.99
H -6.62 0.55 -0.70
H -3.42 0.13 4.61
H 2.56 -3.36 4.94
H 1.24 5.95 -2.74
H 4.18 -7.13 2.60
H -2.39 4.38 3.47
H 4.69 -4.70 -0.20
H -4.67 -3.01 -2.06
H 2.16 -5.03 -0.58
H -1.56 -2.97 5.61
H -2.72 0.67 -3.50
H 3.57 -0.28 -1.87
H -6.74 -1.79 -1.49
H 2.43 -7.37 2.33
H -1.26 0.66 5.11
H 2.92 3.60 -5.89
H -3.13 -3.52 5.02
```

Atomic partial charges in e from the Mulliken method, atoms 1 to 99: Pb 2.05; Te -0.06; Se -0.11; Se -0.14; Se 0.18; As 0.15; S -0.23; S 0.31; S -0.16; P 0.73; N 0.09; N 0.54; N 0.47; N 0.54; N 0.75; N 0.16; C -0.57; C -0.72; C -0.62; C -1.03; C -0.83; C -0.19; C -0.29; C -0.06; C -1.08; C -0.68; C -0.63; C -0.24; C -0.54; C -0.74; C -1.09; C -1.40; C -0.38; C 0.84; C -0.36; C 1.37; C 1.19; C -0.48; C -1.58; C -0.70; C -1.68; C 0.70; C -1.64; C -0.21; C -0.23; C -1.11; C -1.76; C -0.02; C -2.36; C -0.57; C -1.48; C -0.74; C 0.25; C -0.15; C -0.20; C -2.06; C 0.18; C -0.22; C -0.99; C -2.24; C -0.92; C -1.10; C 1.36; B 0.68; H 0.28; H 0.60; H 0.37; H 0.49; H 0.34; H 0.44; H 0.42; H 0.54; H 0.58; H 0.51; H 0.45; H 0.53; H 0.48; H -0.04; H 0.56; H 0.43; H 0.47; H -0.20; H 0.17; H 0.26; H 0.39; H 0.64; H -0.13; H 0.47; H 0.55; H 0.40; H 0.41; H 0.50; H 0.43; H 0.46; H 0.38; H -0.17; H 0.66; H 0.47; H 0.30



DFT (ωB97M-V/def2-TZVPD) results for 2 unconnected molecules or ions with the total composition C4H11N2 at a distorted geometry.

Its total charge is +1. The calculation puts the HOMO energy at -12.6 eV.

```
17
C4H11N2 (ωB97M-V/def2-TZVPD)
N -3.66 0.04 1.24
N 0.15 -2.11 -1.75
C 1.42 0.54 0.62
C 0.50 -0.27 -0.20
C 1.91 1.85 -0.07
C 0.80 -1.49 -0.74
H 0.98 0.78 1.59
H 1.62 -2.10 -0.34
H -0.15 -3.06 -1.55
H 1.38 2.77 0.18
H -3.81 -0.21 0.27
H 1.85 1.72 -1.16
H -0.61 -1.56 -2.12
H -3.18 0.92 1.31
H 2.33 0.03 0.98
H -4.53 0.17 1.74
H 2.99 1.98 0.00
```

Listed below, in e, are the natural (NBO) charges computed for each atom: N -1.08; N -0.67; C -0.59; C 0.46; C -0.60; C -0.04; H 0.27; H 0.30; H 0.43; H 0.25; H 0.36; H 0.22; H 0.41; H 0.35; H 0.31; H 0.37; H 0.25



The calculation returns the following total energy values, one per record and in order: -290.13601 -9113.63093 -762.32028 -609.49478 -5455.38623 -1781.33092 -286.46201 -13616.06155 -268.07927 a.u..
The calculation returns the following gap between HOMO and LUMO values, one per record and in order: 5.86 7.85 3.40 8.94 8.74 7.98 10.34 5.97 4.52 eV.
The calculation returns the following ΔE to the lowest compared entry with this formula, charge and spin values, one per record and in order: 5.0586 0.5103 0.0798 1.7336 3.1303 0.0000 4.6161 0.2133 6.1395 eV.